174
Properties=species:S:1:pos:R:3:forces:R:3:mulliken_charge:R:1 method="wB97M-V/def2-TZVPD" homo_energy_ev=-7.793 lumo_ev=-1.069 gap_ev=6.72 fmax_ha_per_bohr=0.054 multiplicity=1
C 4.857 1.121 1.244 -0.44 -0.44 -0.51 -0.95
C 3.987 0.114 0.440 0.34 1.02 0.33 0.05
C 3.211 0.900 -0.656 0.96 -0.87 -0.44 -0.78
C 3.759 0.601 -2.094 -1.37 0.99 -0.13 -0.72
C 2.583 0.229 -3.049 1.64 -0.92 -0.58 -0.54
C 2.429 -1.332 -3.071 -1.01 0.76 1.03 -1.04
C 1.166 -1.695 -2.220 0.29 -1.09 -1.03 0.17
C 0.032 -2.230 -3.152 -0.09 1.15 1.13 -1.40
C -1.345 -1.734 -2.665 -0.53 -1.11 -0.67 -0.86
C -1.961 -2.548 -1.528 0.31 1.19 -1.11 0.98
C -1.200 -3.494 -0.888 0.95 -0.84 0.15 -0.28
C -1.684 -4.273 0.130 -0.35 -0.12 0.17 -1.41
C -2.998 -4.109 0.536 0.45 -0.50 1.84 0.80
P -3.608 -5.200 1.912 -1.72 -2.06 -0.80 -0.03
N -4.302 -4.169 3.152 1.52 0.11 -0.57 -0.52
O -2.245 -5.909 2.561 -0.15 1.59 0.13 -0.45
C -3.781 -3.171 -0.094 -0.94 0.90 -0.26 0.05
C -3.281 -2.368 -1.126 -0.44 0.10 0.26 -0.87
C -4.197 -1.358 -1.763 -0.05 0.29 -0.67 0.31
O -4.000 -0.920 -2.885 -0.08 -0.14 0.46 -0.66
C -5.429 -0.892 -1.023 0.42 -0.22 0.69 1.07
C -6.114 0.392 -1.402 0.49 0.13 -1.04 -1.12
C -5.173 1.546 -1.774 -0.21 0.73 0.30 -1.27
C -4.483 2.155 -0.549 0.17 -0.13 0.33 0.43
N -3.937 3.438 -0.726 -0.89 -0.01 -0.39 -0.33
O -4.415 1.590 0.523 -0.17 0.18 -0.49 -0.53
C -5.895 -1.688 -0.057 -0.32 0.63 0.25 0.46
P -7.424 -1.336 0.950 -0.68 -1.82 1.38 -0.08
C -8.797 -1.265 -0.319 0.97 0.32 -0.27 -0.98
O -7.255 0.173 1.666 0.04 0.12 -1.37 -0.28
C -5.217 -2.990 0.283 -0.72 -0.01 0.00 -0.08
O -5.864 -3.872 0.825 0.69 0.32 -0.21 -0.55
H 4.217 1.991 1.422 0.27 -0.07 0.56 0.42
H 5.249 0.673 2.160 -0.06 0.29 0.02 0.37
H 5.686 1.474 0.618 -0.24 -0.19 0.32 -0.09
H 3.290 -0.418 1.096 0.13 0.13 0.01 -0.24
H 4.672 -0.632 0.022 -0.33 -0.04 -0.18 0.40
H 2.145 0.669 -0.576 0.12 -0.01 -0.19 0.39
H 3.318 1.979 -0.513 -0.10 -0.15 0.30 0.56
H 4.520 -0.181 -2.082 -0.11 0.06 -0.04 0.56
H 4.220 1.513 -2.492 0.15 -0.15 0.19 0.22
H 1.678 0.751 -2.728 -0.01 -0.24 -0.05 0.51
H 2.798 0.580 -4.067 0.06 -0.03 0.17 -0.11
H 2.349 -1.743 -4.080 -0.17 0.21 0.07 0.57
H 3.308 -1.816 -2.632 -0.02 0.29 -0.04 0.48
H 0.774 -0.830 -1.681 0.22 -0.01 -0.05 0.22
H 1.440 -2.436 -1.460 -0.14 0.09 -0.08 -0.02
H 0.043 -3.321 -3.221 0.04 0.14 -0.19 0.41
H 0.189 -1.803 -4.147 -0.02 -0.18 0.06 0.61
H -1.356 -0.665 -2.424 0.20 -0.13 0.02 0.45
H -2.042 -1.836 -3.505 0.13 0.13 0.14 0.58
H -0.175 -3.689 -1.173 -0.08 0.31 -0.12 0.07
H -1.059 -5.014 0.616 0.02 0.09 -0.08 0.86
H -3.618 -4.140 3.911 -0.25 0.13 0.14 0.30
H -4.341 -3.226 2.764 -0.19 0.07 0.37 0.27
H -1.666 -5.247 2.975 0.24 -0.26 -0.02 0.28
H -6.798 0.760 -0.636 0.20 -0.35 0.16 0.27
H -6.726 0.194 -2.295 0.13 -0.04 0.11 0.50
H -4.448 1.316 -2.559 -0.07 -0.16 0.19 0.52
H -5.804 2.351 -2.178 0.12 -0.15 -0.03 0.56
H -4.228 4.072 0.011 0.53 -0.20 0.34 0.23
H -4.236 3.863 -1.598 0.17 -0.12 -0.06 0.31
H -9.549 -2.008 -0.054 -0.01 0.28 0.20 0.37
H -8.390 -1.583 -1.282 -0.16 0.29 0.00 0.09
H -9.222 -0.261 -0.426 -0.05 -0.17 0.04 0.48
H -8.125 0.365 2.038 0.15 0.08 0.23 0.26
F 2.463 -0.632 -6.361 -0.02 -0.04 0.00 -0.14
C 2.811 0.123 -7.421 0.08 0.20 -0.26 0.36
C 2.681 1.495 -7.340 -0.08 0.12 0.22 -0.30
C 3.045 2.272 -8.430 0.04 -0.15 -0.08 -0.51
C 3.522 1.669 -9.586 0.02 0.06 -0.06 -0.52
C 3.641 0.287 -9.651 -0.04 0.13 0.09 -0.37
C 3.288 -0.494 -8.560 0.02 -0.25 -0.02 -0.48
H 2.300 1.945 -6.432 0.01 -0.04 0.01 0.47
H 2.955 3.349 -8.378 -0.02 -0.01 0.02 0.36
H 3.800 2.277 -10.437 0.00 -0.01 0.01 0.37
H 4.008 -0.184 -10.553 0.01 -0.02 0.02 0.35
H 3.382 -1.572 -8.588 -0.03 0.01 0.03 0.41
F -9.758 -3.087 -2.461 -0.03 -0.14 -0.13 -0.30
C -9.212 -4.322 -2.379 0.14 -0.32 0.02 0.19
C -8.003 -4.487 -1.732 0.04 0.22 0.04 0.46
C -7.450 -5.756 -1.643 -0.07 -0.08 -0.09 -0.42
C -8.107 -6.839 -2.212 0.02 -0.06 -0.01 -0.62
C -9.319 -6.655 -2.864 0.12 0.07 0.09 -0.47
C -9.881 -5.389 -2.945 -0.23 0.04 -0.12 -0.45
H -7.502 -3.632 -1.300 0.00 -0.03 0.03 -0.08
H -6.508 -5.898 -1.130 -0.02 0.05 0.04 0.42
H -7.672 -7.828 -2.145 -0.01 0.01 0.00 0.39
H -9.828 -7.499 -3.310 -0.02 0.02 0.01 0.36
H -10.829 -5.227 -3.441 0.02 0.03 0.00 0.43
F 6.818 2.071 -1.049 0.12 0.02 -0.13 -0.23
C 7.178 2.857 -2.085 0.09 0.21 -0.29 0.25
C 7.094 4.228 -1.949 -0.09 0.11 0.24 -0.43
C 7.467 5.034 -3.014 0.03 -0.15 -0.10 -0.39
C 7.909 4.461 -4.199 0.02 0.06 -0.06 -0.52
C 7.981 3.080 -4.319 -0.03 0.13 0.09 -0.44
C 7.619 2.269 -3.253 0.01 -0.27 -0.02 -0.27
H 6.740 4.655 -1.019 0.01 -0.04 0.01 0.42
H 7.414 6.111 -2.919 -0.02 -0.01 0.02 0.37
H 8.196 5.092 -5.030 0.00 -0.01 0.01 0.38
H 8.321 2.632 -5.243 0.00 -0.02 0.02 0.37
H 7.676 1.190 -3.323 -0.03 0.01 0.03 0.42
F -1.849 7.070 -3.362 0.00 -0.01 -0.04 -0.32
C -1.804 7.239 -2.026 0.02 0.07 0.35 0.25
C -1.813 6.128 -1.206 -0.01 -0.25 -0.16 -0.48
C -1.762 6.302 0.170 -0.03 0.14 -0.01 -0.50
C -1.713 7.581 0.706 0.00 0.03 0.13 -0.41
C -1.709 8.688 -0.132 0.00 -0.18 -0.01 -0.49
C -1.749 8.518 -1.510 -0.01 0.20 -0.14 -0.38
H -1.860 5.138 -1.642 0.03 0.01 0.00 0.57
H -1.761 5.439 0.823 0.01 -0.01 -0.03 0.53
H -1.678 7.714 1.780 0.01 0.00 -0.01 0.41
H -1.675 9.685 0.286 0.01 0.00 -0.03 0.37
H -1.739 9.368 -2.180 -0.01 -0.03 -0.02 0.42
F -6.401 4.409 5.024 0.00 0.05 0.00 -0.32
C -6.221 3.089 5.240 0.05 -0.37 0.05 0.36
C -5.971 2.259 4.166 -0.01 0.16 -0.25 -0.51
C -5.782 0.904 4.391 0.05 -0.06 0.22 -0.18
C -5.856 0.396 5.682 0.01 -0.04 0.02 -0.71
C -6.114 1.245 6.750 0.02 -0.02 -0.16 -0.28
C -6.293 2.604 6.531 -0.05 0.16 0.20 -0.49
H -5.924 2.670 3.166 0.03 -0.03 0.00 0.50
H -5.578 0.246 3.559 -0.03 0.07 -0.05 0.42
H -5.712 -0.663 5.854 -0.01 0.01 0.00 0.41
H -6.176 0.849 7.755 0.01 0.03 0.00 0.36
H -6.487 3.283 7.351 -0.01 0.02 -0.03 0.41
F 1.020 -2.625 1.312 -0.06 0.03 -0.08 -0.17
C 1.848 -2.838 2.354 0.23 -0.05 0.28 0.06
C 2.759 -3.873 2.286 0.02 -0.16 -0.23 -0.14
C 3.615 -4.092 3.355 -0.13 0.34 0.26 -0.30
C 3.542 -3.279 4.479 -0.02 0.03 0.01 -0.77
C 2.617 -2.244 4.532 0.08 -0.13 -0.07 -0.45
C 1.765 -2.016 3.460 -0.19 0.19 0.01 -0.46
H 2.793 -4.500 1.404 -0.01 0.02 -0.01 0.37
H 4.333 -4.891 3.312 0.02 0.01 0.01 0.55
H 4.208 -3.453 5.315 -0.01 0.01 -0.01 0.41
H 2.558 -1.612 5.409 -0.01 0.02 -0.03 0.40
H 1.043 -1.210 3.478 -0.01 -0.02 -0.03 0.48
F 4.758 -6.589 2.238 0.12 -0.23 -0.15 -0.37
C 3.756 -7.459 1.984 -0.27 -0.24 -0.08 0.28
C 3.406 -8.381 2.949 0.12 0.01 0.25 -0.37
C 2.371 -9.268 2.688 -0.01 0.08 -0.17 -0.41
C 1.711 -9.228 1.467 -0.06 -0.07 0.00 -0.54
C 2.081 -8.296 0.507 0.01 -0.05 0.14 -0.47
C 3.108 -7.400 0.767 0.07 0.19 -0.17 -0.21
H 3.937 -8.401 3.892 0.01 0.03 -0.02 0.42
H 2.081 -9.991 3.438 0.03 0.01 0.01 0.38
H 0.907 -9.923 1.265 0.00 0.02 0.00 0.39
H 1.570 -8.267 -0.446 0.01 0.03 0.01 0.40
H 3.406 -6.661 0.034 0.04 -0.02 0.01 0.50
F 11.604 2.426 3.574 0.03 0.03 0.01 -0.32
C 10.579 1.623 3.227 -0.25 -0.19 -0.09 0.36
C 10.171 0.636 4.102 0.11 -0.03 0.23 -0.47
C 9.112 -0.185 3.745 0.01 0.10 -0.16 -0.33
C 8.485 -0.016 2.518 -0.11 -0.09 -0.04 -0.65
C 8.910 0.978 1.646 0.03 -0.10 0.19 -0.23
C 9.962 1.809 2.005 0.06 0.17 -0.19 -0.47
H 10.679 0.517 5.050 0.01 0.04 -0.01 0.40
H 8.776 -0.958 4.424 0.03 0.01 0.01 0.37
H 7.662 -0.661 2.240 0.00 0.01 0.00 0.50
H 8.418 1.103 0.690 0.02 0.06 0.01 0.39
H 10.305 2.595 1.346 0.03 -0.01 0.02 0.43
F -0.348 5.577 3.425 -0.02 -0.02 -0.03 -0.32
C -0.007 6.599 4.233 0.09 0.28 0.22 0.24
C -0.889 7.006 5.215 -0.25 -0.14 0.02 -0.37
C -0.533 8.057 6.048 0.14 0.02 -0.10 -0.38
C 0.690 8.693 5.884 0.01 0.07 0.06 -0.46
C 1.562 8.274 4.888 -0.14 -0.03 0.07 -0.35
C 1.216 7.217 4.059 0.16 -0.08 -0.21 -0.35
H -1.841 6.503 5.323 0.02 -0.03 -0.02 0.46
H -1.212 8.380 6.826 -0.02 -0.02 -0.02 0.36
H 0.963 9.515 6.533 0.00 -0.01 -0.01 0.37
H 2.514 8.771 4.757 0.00 -0.03 -0.01 0.37
H 1.886 6.871 3.283 -0.04 -0.01 -0.01 0.42